C3H8N2S | ωB97M-V/def2-TZVPD

```
14
Properties=species:S:1:pos:R:3:forces:R:3:lowdin_charge:R:1
H -2.65378 1.71613 0.60296 2.822 -0.264 -0.714 0.0931
N -1.56610 1.80017 0.49538 -2.191 0.516 0.577 0.0814
C -0.95071 0.87236 -0.10763 -0.217 0.580 0.289 -0.5767
C -1.58343 -0.34840 -0.71002 0.393 -0.955 1.157 -0.0712
N 0.45628 1.00733 -0.18792 0.483 -0.297 -0.651 -0.3449
S 1.48566 -0.16153 -0.82833 0.204 -0.348 0.734 0.8322
C 2.15949 -1.04935 0.63050 -0.799 1.166 1.425 -0.3890
H -2.60745 -0.09736 -1.02475 0.475 -0.326 0.117 0.0805
H -1.57274 -1.16608 0.08636 -0.308 0.951 -1.014 0.1070
H -0.94517 -0.72954 -1.50378 -0.398 -0.025 -0.271 0.0256
H 0.90753 1.91054 -0.29041 -0.973 0.118 0.585 0.0789
H 1.40618 -1.29458 1.41861 0.029 -0.193 -1.156 0.0479
H 2.91556 -0.54996 1.27275 -0.020 0.123 -1.099 0.0391
H 2.54870 -1.90972 0.14627 0.500 -1.046 0.020 -0.0038
```
Positions in Å, forces in eV/Å.

## Properties
HOMO in eV: -9.03
HOMO-LUMO gap in eV: 9.94
LUMO in eV: 0.9109
Molecular weight in g mol⁻¹: 104.2
Charge: 0
Relative energy (zero: lowest compared OMol25 entry of this formula, charge and spin) in eV: 1.463